i | DFT (ωB97M-V/def2-TZVPD) results for a structure of composition C9H7NO2.

Computed properties:
M   161.2 g/mol
HOMO-LUMO gap   0.3864 hartree
2S+1   1

Atoms and positions in Å:
C1 -3.594 0.024 -0.078
C2 -2.198 0.103 -0.803
C3 -1.241 -0.004 0.306
C4 0.237 -0.002 0.211
C5 0.994 1.138 0.245
C6 2.251 1.173 0.112
C7 2.972 -0.038 -0.032
C8 2.353 -1.173 0.039
C9 0.917 -1.216 0.070
H1 -2.242 -0.620 -1.526
H2 -1.875 0.941 -1.350
H3 0.548 2.123 0.463
H4 2.883 2.215 0.327
H5 4.344 -0.153 0.136
H6 2.907 -2.114 -0.154
H7 0.561 -2.106 -0.022
N1 -1.890 -0.172 1.445
O1 -4.612 0.024 -0.574
O2 -3.316 -0.142 1.184

Atom charges from the natural (NBO) analysis, given in e for atoms 1 to 8: C 0.801; C -0.608; C 0.237; C -0.093; C -0.218; C -0.202; C -0.154; C -0.244

---

ii | DFT (ωB97M-V/def2-TZVPD) results for a cluster of 3 separate species, C9H7NO2 in total.

Computed properties:
M   161.2 g/mol
HOMO-LUMO gap   0.2709 hartree
2S+1   1

Atoms and positions in Å:
C1 0.268 0.075 -1.931
C2 -0.081 -0.976 -1.228
C3 -0.076 -0.945 0.223
C4 -0.981 -1.875 1.185
C5 -0.937 -1.798 2.517
C6 -0.169 -0.725 3.217
C7 0.186 0.259 2.297
C8 0.249 0.255 0.784
C9 0.391 1.408 -1.282
H1 -0.247 1.233 -4.015
H2 1.172 -0.978 -3.525
H3 -0.044 -1.794 -1.932
H4 -1.767 -2.497 0.570
H5 -1.475 -2.430 3.255
H6 -0.073 -0.438 4.340
H7 0.657 1.013 3.020
N1 0.067 0.074 -3.292
O1 0.630 1.263 0.107
O2 0.396 2.650 -1.776

Atom charges from the natural (NBO) analysis, given in e for atoms 1 to 8: C -0.015; C -0.182; C -0.105; C -0.186; C -0.256; C -0.207; C -0.245; C 0.316

---

Most stable one: i, least stable one: ii.

---

i | DFT (ωB97M-V/def2-TZVPD) results for a cluster of 2 separate species, C2H4O4 in total.

Computed properties:
M   92.0 g/mol
HOMO-LUMO gap   0.3799 hartree
2S+1   1

Atoms and positions in Å:
C1 1.773 0.270 -0.094
C2 -1.676 -0.242 -0.138
O1 3.024 0.307 -0.015
O2 1.339 -1.013 0.017
O3 -2.900 -0.403 0.090
O4 -1.356 1.059 0.058
H1 3.560 -0.590 0.094
H2 0.354 -0.930 0.083
H3 -3.451 0.433 0.341
H4 -0.447 1.139 -0.231

Atom charges from the natural (NBO) analysis, given in e for atoms 1 to 8: C 0.390; C 0.405; O -0.662; O -0.740; O -0.652; O -0.720; H 0.481; H 0.503

---

ii | DFT (ωB97M-V/def2-TZVPD) results for a structure of composition C2H4O4.

Computed properties:
M   92.0 g/mol
HOMO-LUMO gap   0.3822 hartree
2S+1   1

Atoms and positions in Å:
C1 0.222 0.171 0.591
C2 -0.354 -0.423 -0.684
O1 1.369 0.100 1.009
O2 0.551 2.447 2.262
O3 -0.835 0.710 1.213
O4 -0.340 1.495 2.578
H1 0.510 -0.979 -1.244
H2 -0.466 0.541 -1.229
H3 -1.313 -0.932 -0.515
H4 1.465 1.930 2.020

Atom charges from the natural (NBO) analysis, given in e for atoms 1 to 8: C 0.778; C -0.725; O -0.620; O -0.369; O -0.322; O 0.018; H 0.249; H 0.246

---

Most stable one: i, least stable one: ii.